A molecular structure, C23H26N8O2S. Source: OMol25; level of theory: ωB97M-V/def2-TZVPD.

E_HOMO	-0.2957	Eh
largest force on an atom	17.98	eV/Å
E	-51098.3327	eV
frontier orbital gap	7.33	eV

Last column: Mulliken charge in e.
Cartesian coordinates (Å):
C -6.474 -0.224 -0.833  -0.757
H -5.843 -1.020 -1.471  0.273
O -5.667 0.248 0.213  -0.419
C -4.519 0.655 0.071  0.903
C -3.903 0.879 1.123  -0.408
C -2.709 1.496 1.302  -0.236
C -2.070 1.637 0.209  -0.049
C -2.662 1.432 -1.255  -1.430
C -3.969 0.900 -1.208  -0.776
H -4.346 0.569 -2.058  0.676
H -2.211 1.762 -2.065  0.793
N -0.804 2.423 -0.148  0.255
C -0.157 2.891 0.965  -0.499
H 0.260 2.503 1.896  0.428
C 0.916 3.985 0.438  -1.574
N 1.904 3.188 0.062  0.425
C 3.258 3.118 0.494  1.002
O 3.474 3.962 1.449  -0.741
C 4.402 2.488 -0.221  -1.463
H 4.138 2.158 -1.082  0.549
H 5.213 2.864 -0.088  0.733
S 4.257 0.926 0.962  -0.170
C 3.691 -0.175 -0.273  0.104
N 3.228 0.005 -1.376  0.049
N 2.817 -1.024 -2.298  -0.881
C 3.036 -2.103 -1.166  0.955
N 3.525 -1.791 -0.021  0.227
C 3.862 -2.085 1.195  -1.157
H 4.699 -1.905 1.708  0.539
H 3.919 -3.364 1.158  0.288
H 3.064 -1.918 1.919  0.420
C 2.469 -3.562 -1.421  -1.461
N 1.542 -3.794 -0.275  0.342
C 0.286 -3.356 -0.117  0.364
C -0.428 -2.299 -0.758  -0.131
C -1.566 -1.676 -0.179  -0.813
C -2.082 -2.478 0.774  -0.226
C -1.422 -3.453 1.875  -0.874
C -0.204 -3.806 1.095  0.784
N 0.632 -4.629 1.579  -0.486
N 1.807 -4.806 0.841  -0.542
H -1.941 -3.870 2.739  0.379
H -3.163 -2.196 1.351  0.080
H -2.245 -1.248 -0.662  1.016
H -0.107 -1.705 -1.723  0.167
H 3.484 -4.303 -1.163  0.319
H 2.168 -3.772 -2.256  0.667
C 1.599 2.281 -1.122  -1.390
H 1.092 3.203 -2.022  0.246
C 0.207 1.591 -0.609  -0.251
H 0.780 0.852 0.021  0.165
H -0.047 1.004 -1.547  0.201
H 2.424 1.864 -1.709  0.672
H 0.573 4.608 -0.073  0.735
H 1.487 4.497 1.503  0.316
H -0.935 3.773 1.719  0.291
H -2.204 1.781 2.115  0.842
H -4.526 0.919 2.265  -0.020
H -6.671 0.725 -1.562  0.272
H -7.335 -0.623 -0.279  0.273



A molecular structure, C23H27B2F4LaN11O4S. Source: OMol25; level of theory: ωB97M-V/def2-TZVPD.

E_HOMO (alpha / beta)	-0.5850 / -0.5843	Eh
largest force on an atom	5.67	eV/Å
ΔE to the lowest compared entry with this formula, charge and spin	32.3	kcal/mol
E	-72767.5005	eV
total charge	+3
frontier orbital gap (alpha / beta)	3.66 / 3.05	eV

Last column: Mulliken charge in e.
Cartesian coordinates (Å):
La -0.717 -0.260 0.295  1.411
C 2.301 -3.834 -1.293  -1.644
C 1.597 -2.510 -1.118  0.031
N 0.447 -2.467 -0.452  0.689
O 0.391 -3.617 0.332  -0.489
B -0.340 -3.366 1.659  0.428
F -0.651 -4.570 2.212  -0.317
F -1.442 -2.515 1.319  -0.295
O 0.549 -2.628 2.563  -0.578
N 0.721 -1.334 2.128  0.858
C 1.903 -0.821 2.483  -0.378
C 2.932 -1.534 3.317  -1.594
C 2.178 0.447 1.841  0.336
N 1.283 0.846 0.983  1.251
O 1.472 1.890 0.247  -0.425
B 2.344 1.780 -1.033  0.561
F 2.497 3.116 -1.394  -0.306
F 3.549 1.200 -0.632  -0.417
O 1.709 0.954 -2.039  -0.625
N 1.259 -0.253 -1.452  1.191
C 1.996 -1.293 -1.740  -0.093
C 3.043 -1.401 -2.802  -1.603
C 3.357 1.356 2.263  -1.483
H 1.629 -4.588 -0.877  0.484
H 2.431 -4.105 -2.326  0.415
H 3.238 -4.055 -0.768  0.310
H 3.833 -1.756 2.693  0.355
H 3.258 -0.862 4.154  0.410
H 2.494 -2.482 3.665  0.408
H 4.000 -1.770 -2.367  0.387
H 2.759 -2.204 -3.512  0.433
H 3.254 -0.378 -3.304  0.298
H 4.095 0.902 2.953  0.499
H 3.914 1.657 1.411  0.321
H 2.949 2.266 2.719  0.275
N -1.637 2.615 4.199  -0.120
C -0.654 3.525 3.722  -0.794
C -0.302 3.166 2.478  -0.424
N -1.013 2.002 2.090  0.593
C -1.825 1.725 3.134  -0.151
C -2.782 0.632 3.080  -0.076
N -2.660 -0.472 2.375  0.205
C -3.781 -1.258 2.693  -0.436
C -4.535 -0.517 3.619  -0.492
N -3.855 0.608 3.925  -0.025
H -1.807 2.404 5.154  0.275
H -0.315 4.298 4.437  0.435
H 0.234 3.660 1.684  0.643
H -4.028 -2.233 2.331  0.513
H -5.462 -0.743 4.030  0.500
H -4.126 1.378 4.518  0.261
C -1.900 -3.037 -3.352  -0.775
N -1.454 -1.618 -3.459  0.433
C -0.760 -1.148 -4.530  -0.654
C -0.706 0.153 -4.446  -0.117
N -1.362 0.559 -3.258  0.793
C -1.912 -0.610 -2.672  -0.567
S -3.190 -0.763 -1.658  -0.064
C -1.358 1.824 -2.677  0.568
C -1.162 2.950 -3.511  -0.973
C -1.269 4.242 -2.968  -0.725
C -1.522 4.341 -1.573  -0.852
C -1.671 3.168 -0.840  -0.326
N -1.483 1.933 -1.321  0.587
H -1.468 -3.483 -4.249  0.269
H -2.982 -3.030 -3.320  0.460
H -1.499 -3.589 -2.483  0.229
H -0.346 -1.889 -5.222  0.487
H -0.269 0.901 -5.121  0.475
H -0.859 2.824 -4.545  0.371
H -1.070 5.160 -3.549  0.407
H -1.416 5.251 -1.032  0.487
H -2.027 3.262 0.190  0.473



- Among the records above, which one has the highest E?
  C23H26N8O2S